(1)
Density functional theory data (ωB97M-V with the def2-TZVPD basis set) for a cluster of 6 separate species, C30H45BrF3N5O22P3 in total at a distorted geometry.

```
109
Properties=species:S:1:pos:R:3
N -2.8078 -0.8386 1.0228
P -3.0657 0.6376 1.2892
O -3.0947 1.1206 2.8019
O -4.4497 1.1567 0.7235
N -1.9278 1.6542 0.4367
C -0.5837 1.9448 0.6661
N 0.2316 1.4298 1.5982
C -0.1599 0.3501 2.5163
C 0.9997 -0.4145 3.1680
C 0.5002 -1.7132 3.7063
F 0.2483 -1.7970 5.0251
C 0.3089 -2.7777 2.9443
F 0.6516 -2.8094 1.6597
F -0.2305 -3.9119 3.3370
P 1.8627 2.1467 1.5806
P 2.9606 0.7538 0.2988
O 3.8610 1.5841 -0.4940
O 3.6105 -0.3782 1.1775
O 1.8163 0.0965 -0.6003
N -0.1409 2.8262 -0.2239
C -1.1375 3.0803 -1.0494
C -0.9153 3.9776 -2.2045
C -0.3196 3.1758 -3.3574
O 0.7800 3.3653 -3.7608
N -2.2366 2.4091 -0.7224
C -3.4880 2.4360 -1.4617
C -3.7233 1.0961 -2.1054
O -2.9426 0.2329 -2.1603
Br -5.4861 0.9535 -2.8755
H -2.7032 -1.3872 1.8680
H -2.7668 2.0186 2.9540
H -4.9704 1.5745 1.4250
H -0.7582 0.7602 3.3287
H -0.7652 -0.3884 2.0084
H 1.4597 0.1530 3.9675
H 1.7456 -0.6580 2.4170
H 2.3080 1.9112 2.8935
H 4.1985 -0.9366 0.6215
H 1.6005 -0.8113 -0.3446
H -0.1650 4.6963 -1.8984
H -1.8130 4.4709 -2.5689
H -0.9612 2.4150 -3.8275
H -4.3137 2.6897 -0.8200
H -3.4743 3.1808 -2.2668
C 5.4721 -3.6879 4.6157
C 5.0585 -4.1653 3.2538
C 6.1542 -4.7892 2.4214
O 5.7084 -4.5101 1.0785
C 4.9616 -3.4003 1.1261
O 4.6010 -2.7924 0.1571
O 4.6705 -3.0598 2.3913
H 4.6796 -3.0942 5.0719
H 5.6900 -4.5402 5.2534
H 6.3577 -3.0525 4.5561
H 4.2006 -4.8374 3.3284
H 6.2587 -5.8586 2.5709
H 7.1189 -4.3006 2.5697
C -8.5350 -3.2722 -0.6279
C -9.0612 -1.8821 -0.8734
C -8.1643 -0.7540 -0.4124
O -9.1054 0.2894 -0.1344
C -10.2875 -0.3005 0.1959
O -11.2131 0.2684 0.6652
O -10.2415 -1.6240 -0.0879
H -9.3101 -4.0122 -0.8200
H -7.6858 -3.4778 -1.2791
H -8.2207 -3.3887 0.4099
H -9.3314 -1.7562 -1.9256
H -7.4504 -0.4191 -1.1595
H -7.6368 -0.9999 0.5134
C -8.1444 4.5686 -4.7718
C -6.8827 5.3586 -4.5498
C -5.9765 5.5040 -5.7536
O -4.6771 5.6320 -5.1325
C -4.7349 5.0017 -3.9616
O -3.7726 4.7515 -3.2811
O -5.9855 4.6773 -3.6284
H -8.6372 4.3604 -3.8234
H -8.8310 5.1268 -5.4062
H -7.9248 3.6114 -5.2463
H -7.1116 6.3339 -4.1152
H -6.1904 6.3741 -6.3661
H -5.9656 4.6098 -6.3785
C 8.4553 -10.5610 4.5767
C 8.1752 -9.1208 4.2374
C 9.0627 -8.1031 4.9207
O 8.2019 -6.9514 4.9834
C 6.9280 -7.3984 5.0113
O 5.9823 -6.7158 5.2577
O 6.8752 -8.7116 4.7226
H 7.6663 -11.2041 4.1905
H 9.4046 -10.8740 4.1440
H 8.4956 -10.7032 5.6570
H 8.1812 -8.9750 3.1540
H 9.9689 -7.8691 4.3697
H 9.3196 -8.3948 5.9406
C 3.1801 5.4853 -3.0124
C 4.0638 6.4920 -3.7035
C 3.5871 6.9475 -5.0656
O 4.8159 7.2842 -5.7188
C 5.7980 6.5281 -5.1622
O 6.8944 6.4192 -5.5957
O 5.3390 5.9176 -4.0410
H 3.6794 5.0770 -2.1340
H 2.2449 5.9522 -2.7004
H 2.9514 4.6498 -3.6702
H 4.2511 7.3513 -3.0526
H 2.9274 7.8110 -5.0336
H 3.1070 6.1401 -5.6240
```

Results
**Energy above the lowest of the compared OMol25 structures with the same formula, charge and spin**: 0.4121 eV
**Kohn-Sham gap**: 8.90 eV
**E_HOMO**: -11.73 eV
**E_LUMO**: -2.83 eV
**Energy**: -190394.4263 eV
**Charge**: +1

=====

(2)
Density functional theory data (ωB97M-V with the def2-TZVPD basis set) for a structure of composition C30H45BrN2P2Pb at a distorted geometry.

```
81
Properties=species:S:1:pos:R:3
N -6.9369 5.4587 -5.2866
C -6.7236 6.0637 -4.1158
C -5.8807 5.5117 -3.1378
C -5.2300 4.2843 -3.3936
C -5.5280 3.6399 -4.6142
C -6.3583 4.2855 -5.5480
C -4.2806 3.7021 -2.4535
Pb 1.0357 0.8756 1.2458
P 6.1271 -0.9523 0.4137
C -3.4496 2.6764 -2.7769
C -2.5872 1.9827 -1.8453
C -1.4521 1.3150 -2.3510
C -0.5457 0.7095 -1.4785
C -0.8334 0.7244 -0.1103
C -1.9253 1.3954 0.4151
C -2.8326 2.0225 -0.4501
Br 1.8684 -1.4601 2.6487
H -4.2399 4.1671 -1.4654
H -3.3556 2.3756 -3.8276
H -5.7325 6.0436 -2.2034
H -5.1321 2.6554 -4.8485
H -7.2271 7.0240 -3.9472
H -6.5413 3.8258 -6.5277
H -1.2816 1.3286 -3.4314
H -3.7165 2.5382 -0.0666
H 0.3658 0.2651 -1.8924
H -2.0901 1.4535 1.4895
P -0.2413 -2.1074 0.5504
C 5.6090 0.8080 0.5947
C 6.7402 1.7543 0.1532
H 5.3374 0.9946 1.6448
H 4.7199 0.9608 -0.0348
H 6.5624 2.7656 0.5345
H 7.7199 1.4233 0.5194
H 6.7907 1.8161 -0.9397
C 5.3862 -1.4167 -1.2137
C 6.1397 -2.5672 -1.8951
H 5.4405 -0.5118 -1.8397
H 4.3287 -1.6781 -1.0549
H 5.8443 -2.6265 -2.9487
H 7.2258 -2.4170 -1.8607
H 5.9115 -3.5327 -1.4314
C 5.1154 -1.9043 1.6064
C 5.8581 -2.1676 2.9204
H 4.8115 -2.8568 1.1417
H 4.1981 -1.3176 1.7865
H 5.2776 -2.8451 3.5586
H 6.8375 -2.6287 2.7428
H 6.0130 -1.2370 3.4782
C -0.2521 -3.6696 1.5942
C -1.4239 -4.6440 1.6040
H -0.1196 -3.2841 2.6153
H 0.6685 -4.2263 1.3648
H -2.3347 -4.1955 2.0206
H -1.6410 -5.0479 0.6079
H -1.1550 -5.4952 2.2463
C 0.8476 -2.6380 -0.8575
C 0.2936 -2.5649 -2.2778
H 1.1306 -3.6796 -0.6444
H 1.7632 -2.0335 -0.7452
H -0.4778 -3.3313 -2.4224
H -0.1365 -1.5896 -2.5331
H 1.1038 -2.7676 -2.9927
C -1.8957 -2.1229 -0.2457
C -3.0258 -1.7031 0.6921
H -2.0557 -3.1393 -0.6390
H -1.8579 -1.4396 -1.1089
H -3.8094 -1.1732 0.1294
H -3.4843 -2.5829 1.1610
H -2.6873 -1.0279 1.4882
C -2.2169 1.0464 5.5373
C -1.4730 2.1086 5.0151
C -0.6875 1.8912 3.8862
N -0.6605 0.6984 3.2533
C -1.3100 -0.3479 3.8084
C -2.1100 -0.2116 4.9389
H -2.8553 1.1911 6.4150
H -1.4728 3.0996 5.4635
H -0.0527 2.6839 3.4801
H -1.1394 -1.3279 3.3593
H -2.6153 -1.0955 5.3317
```

Results
**Energy above the lowest of the compared OMol25 structures with the same formula, charge and spin**: 0.8240 eV
**Kohn-Sham gap (spin up / spin down)**: 3.27 / 1.91 eV
**E_HOMO (spin up / spin down)**: -11.32 / -11.37 eV
**E_LUMO (spin up / spin down)**: -8.04 / -9.46 eV
**Energy**: -128670.2501 eV
**Charge**: +2

=====

Question: Look up the energy above the lowest of the compared OMol25 structures with the same formula, charge and spin of the second one.
Answer: 0.8240 eV